(1)
Molecular formula: C14H25FN4O6S
Method: DFT, wB97M-V/def2-TZVPD

Structure (XYZ):
```
51
Properties=species:S:1:pos:R:3:forces:R:3
C 3.655980 -0.721952 0.787482 0.108 0.636 -0.306
C 3.459824 0.582987 -0.012140 -0.290 0.066 0.016
C 1.990199 1.011508 -0.057880 0.205 -0.047 -0.059
C 1.444784 1.373183 1.316988 0.002 -0.242 0.149
N 0.332908 2.318070 1.250548 0.286 -0.042 -0.325
N -0.754832 1.751834 0.542187 -0.146 1.054 -0.240
C -1.972021 1.604971 1.365803 -0.238 -0.570 0.079
C -2.904046 0.551184 0.805470 0.159 0.047 -0.021
C -2.362219 -0.719963 0.624556 0.147 0.089 0.022
C -3.113917 -1.750176 0.110892 -0.168 -0.198 -0.102
C -4.436840 -1.516816 -0.239183 -0.093 0.039 0.002
C -4.981731 -0.261109 -0.045157 -0.133 -0.159 -0.091
C -4.238627 0.788745 0.482297 0.093 0.179 0.129
C -4.925736 2.116754 0.674484 -0.099 -0.011 -0.055
S -0.993349 2.606040 -0.927753 0.301 -0.608 0.451
O -1.093416 1.649349 -1.969511 -0.044 0.153 -0.006
O -0.169524 3.755149 -1.025702 -0.062 -0.192 -0.032
F -2.457612 3.139998 -0.709131 -0.167 0.174 -0.072
H 2.683488 -1.191240 0.907440 0.123 -0.274 0.108
H 4.319380 -1.396547 0.248015 -0.023 -0.111 0.119
H 4.091734 -0.509267 1.764437 -0.080 -0.166 0.073
H 3.785961 0.458895 -1.040959 0.130 -0.110 0.028
H 4.054087 1.400874 0.405776 0.056 -0.041 0.012
H 1.418763 0.180705 -0.478012 -0.134 0.077 -0.054
H 1.879271 1.859116 -0.738275 -0.008 0.097 0.084
H 2.231538 1.851529 1.905374 -0.055 0.101 0.030
H 1.147311 0.454175 1.839948 0.062 -0.011 0.079
H 0.039643 2.621127 2.168023 -0.139 0.075 0.002
H -2.481572 2.552945 1.533949 0.122 0.059 -0.014
H -1.603490 1.247478 2.328938 0.053 -0.005 -0.007
H -1.326305 -0.906221 0.880082 0.032 0.090 0.037
H -2.669079 -2.727767 -0.014888 -0.014 -0.038 -0.034
H -5.054235 -2.303742 -0.651873 0.045 -0.056 -0.008
H -6.017267 -0.078349 -0.308171 -0.014 -0.034 0.007
H -4.523778 2.690696 1.507251 -0.007 0.020 -0.032
H -5.984235 1.949749 0.872389 -0.008 0.020 0.034
H -4.863803 2.727624 -0.228282 0.067 0.016 0.058
C 1.106941 -4.728502 2.530267 -0.060 -0.006 0.080
N 0.862867 -3.435957 1.833275 -0.016 0.036 0.036
O 0.033780 -2.683075 2.304344 -0.013 0.008 0.028
O 1.516812 -3.218997 0.838427 -0.044 -0.096 -0.085
H 0.456014 -4.776823 3.394264 -0.011 0.016 -0.001
H 0.894149 -5.520852 1.819626 0.043 -0.005 -0.024
H 2.154936 -4.746737 2.812473 0.021 -0.014 -0.042
C 3.533000 0.173528 -5.138701 0.052 0.085 -0.024
N 3.844775 -0.205655 -3.733447 -0.033 0.004 0.034
O 4.819902 0.292458 -3.210195 0.076 0.012 -0.089
O 3.091654 -0.990856 -3.200146 -0.022 -0.065 0.005
H 4.284976 0.876284 -5.475155 0.012 0.003 0.014
H 3.540931 -0.739066 -5.726175 -0.046 -0.017 0.007
H 2.540576 0.613778 -5.137825 -0.028 -0.039 0.000
```
Forces are in eV/Å.

Properties
- calculated total energy (a.u.) = -1716.73328
- molar mass (u) = 396.44
- Kohn-Sham gap (eV) = 9.071
- SMILES string = CCCCNN(Cc1ccccc1C)S(=O)(=O)F.C[N+](=O)[O-].C[N+](=O)[O-]

Here are the Löwdin charges for atoms 1 to 8, given in e: C -0.09; C -0.25; C -0.21; C -0.20; N -0.07; N -0.21; C -0.14; C -0.17



(2)
Molecular formula: C14H25MgN5O6
Method: DFT, wB97M-V/def2-TZVPD

Structure (XYZ):
```
51
Properties=species:S:1:pos:R:3:forces:R:3
O 0.159635 -0.344389 -2.980288 1.481 1.246 -0.450
H 0.916131 0.158469 -3.345332 -0.539 -0.255 0.193
Mg -0.410590 0.172088 -1.106292 3.691 -1.765 3.617
N -0.381630 1.967768 0.395566 -0.120 0.876 0.284
N 1.316314 1.714956 -1.651481 -0.454 0.522 0.909
N -1.692910 -0.714087 0.615372 -1.011 -2.614 0.156
N -0.838058 -1.987412 -1.388530 -1.382 -1.687 0.653
O -1.277966 2.261556 1.305599 0.795 -0.413 -0.512
O -2.172414 -0.071093 1.715807 0.416 1.158 0.201
O -0.511958 -2.481023 -2.594612 -0.084 -1.020 0.768
O 2.041851 1.669666 -2.664459 0.111 0.064 0.170
C 1.602355 2.664432 -0.699443 -0.318 -0.392 0.295
C 0.711307 2.763355 0.417722 0.111 -0.584 -0.883
C -1.936209 -2.024566 0.631191 0.716 3.068 0.469
C -1.497212 -2.749111 -0.542332 1.534 0.857 -1.764
C 0.955520 3.670278 1.577862 -0.006 0.430 0.041
H 1.341306 3.094116 2.435509 -0.200 0.123 -0.249
H 0.017771 4.151795 1.886378 0.314 -0.194 -0.055
H 1.695297 4.438970 1.330842 -0.211 -0.217 0.136
C 2.829648 3.489361 -0.848379 0.036 0.056 -0.099
H 3.036573 3.566504 -1.921801 0.116 0.132 0.311
H 3.676304 2.971960 -0.372153 -0.099 0.227 -0.122
H 2.702682 4.476889 -0.393796 0.177 -0.227 -0.201
C -2.566056 -2.724603 1.778715 -0.251 0.019 0.205
C -1.754098 -4.211720 -0.703433 -0.080 0.115 -0.230
H -2.864607 -2.001276 2.539515 0.022 -0.238 -0.130
H -1.858150 -3.440701 2.213790 -0.113 0.080 -0.068
H -3.441395 -3.288345 1.439004 0.091 0.037 0.125
H -1.380692 -4.536416 -1.675953 -0.088 -0.002 0.154
H -2.828048 -4.419442 -0.630583 0.189 -0.086 -0.042
H -1.241949 -4.769156 0.090207 -0.116 0.039 -0.127
H -1.861286 0.918326 1.580910 -0.507 -1.081 0.167
H -0.063821 -1.557654 -2.982371 -0.121 -0.429 -0.260
C -1.654671 0.788098 -2.325282 -5.585 3.134 -3.209
H -1.441157 1.867581 -2.111532 0.219 -0.877 -0.004
H -2.575459 0.448736 -1.730475 1.389 0.018 -0.537
H -1.839989 0.695158 -3.391429 -0.042 -0.136 0.318
O -4.237931 2.844984 0.697969 0.873 -0.706 -0.032
H -4.550464 1.980258 0.394980 -0.163 0.285 0.082
H -3.290565 2.645763 0.876442 -0.636 0.426 -0.051
C 3.365897 -1.776661 1.732755 -0.168 0.103 -0.180
C 2.415500 -0.971013 2.361357 -0.442 0.213 -0.345
C 1.382756 -0.416666 1.592287 0.743 -0.341 0.050
N 1.310733 -0.609686 0.272168 -0.515 0.040 -0.330
C 2.201074 -1.393901 -0.341635 0.452 -0.132 0.538
C 3.250572 -2.001437 0.358807 -0.313 0.204 -0.142
H 4.181465 -2.221741 2.303525 -0.222 0.110 -0.160
H 2.433362 -0.743767 3.423508 0.148 -0.197 -0.145
H 0.606104 0.200407 2.049614 0.209 -0.181 -0.160
H 2.072455 -1.539823 -1.419258 0.018 0.094 0.385
H 3.946678 -2.625783 -0.196548 -0.065 0.099 0.259
```
Forces are in eV/Å.

Properties
- ΔE to the lowest compared entry with this formula, charge and spin (kcal/mol) = 0.00
- calculated total energy (a.u.) = -1473.54421
- molar mass (u) = 383.69
- Kohn-Sham gap (alpha / beta) (eV) = 6.568 / 7.332

Here are the Löwdin charges for atoms 1 to 8, given in e: O -0.26; H 0.04; Mg 0.47; N -0.06; N -0.09; N -0.02; N -0.05; O -0.14



(3)
Molecular formula: C14H25N2O3PtS3Si
Method: DFT, wB97M-V/def2-TZVPD

Structure (XYZ):
```
49
Properties=species:S:1:pos:R:3:forces:R:3
Pt 1.543711 1.009250 -0.337517 1.670 0.618 -0.008
C -0.368725 -2.797628 3.511231 -0.507 -0.054 0.095
N 0.753367 -2.188767 2.826810 0.146 0.107 -0.145
C 2.073275 -2.537818 3.321458 0.425 0.075 0.033
C 0.650162 -1.250071 1.885383 -0.403 -0.383 0.103
O 1.644035 -0.670888 1.441109 0.028 0.559 -0.306
C -0.717995 -0.924335 1.278086 -0.002 0.019 0.127
O -0.596910 -0.743501 -0.120194 0.423 0.136 -0.189
C -0.353100 -1.926388 -0.853961 -0.034 0.019 -0.158
C 1.076406 -2.006364 -1.413766 -0.305 -0.502 0.111
O 1.836964 -1.035929 -1.384089 -0.022 0.661 -0.126
N 1.451862 -3.152339 -1.980493 0.111 0.203 0.184
C 0.606763 -4.317955 -2.101628 -0.412 -0.194 -0.006
C 2.737206 -3.232751 -2.652610 0.395 0.193 -0.134
H -0.000127 -3.622982 4.119051 -0.028 0.087 -0.079
H -1.107115 -3.195683 2.813137 0.078 -0.037 0.081
H -0.862250 -2.076834 4.167183 -0.003 -0.101 0.036
H 2.249338 -3.601946 3.164487 -0.017 -0.020 0.066
H 2.163823 -2.307217 4.382812 -0.052 -0.025 0.017
H 2.816877 -1.966424 2.772147 -0.024 -0.092 0.089
H -1.053609 0.043262 1.660792 -0.024 -0.119 0.089
H -1.472819 -1.687351 1.494379 0.103 0.179 -0.024
H -1.032272 -1.908922 -1.717278 0.078 -0.127 0.149
H -0.585801 -2.805318 -0.242007 0.044 0.068 -0.145
H 0.058328 -4.512525 -1.181602 0.021 -0.062 -0.026
H 1.237669 -5.178742 -2.309517 -0.041 0.008 0.038
H -0.105057 -4.208441 -2.920930 -0.037 -0.052 -0.040
H 3.320299 -2.344735 -2.418628 -0.034 -0.145 -0.063
H 2.592969 -3.292462 -3.733172 -0.005 -0.012 0.021
H 3.276438 -4.119591 -2.319737 -0.055 0.020 0.027
S 5.200946 3.837121 -0.369634 -1.095 -1.598 0.028
C 4.048328 2.640596 -0.346461 1.405 1.715 0.105
S 3.508418 1.836088 -1.763422 -2.134 -0.157 1.327
S 3.284261 2.120684 1.109251 -1.830 -0.339 -1.631
C -2.134843 5.516593 0.501261 -0.190 -0.693 -0.555
Si -2.498221 4.043071 -0.653047 -0.535 0.231 0.066
C -2.788639 4.589827 -2.454900 0.203 -0.263 0.767
C -3.960424 2.972160 -0.039257 0.657 0.515 -0.263
C -0.991645 2.950796 -0.581034 0.396 -0.251 -0.090
C 0.004597 2.251894 -0.533034 1.675 -0.287 0.369
H -2.950865 6.231253 0.478736 -0.182 0.125 -0.012
H -1.228660 6.029728 0.197279 0.165 0.073 -0.117
H -1.999576 5.186088 1.525593 -0.003 -0.111 0.183
H -3.628863 5.275998 -2.517911 -0.139 0.093 0.064
H -3.008500 3.733525 -3.086131 -0.027 -0.152 -0.063
H -1.916816 5.092011 -2.863152 0.158 0.077 -0.016
H -4.893163 3.528217 -0.063497 -0.126 0.129 -0.019
H -3.802524 2.629752 0.978773 0.078 -0.010 0.193
H -4.077521 2.095993 -0.670350 0.009 -0.120 -0.153
```
Forces are in eV/Å.

Properties
- ΔE to the lowest compared entry with this formula, charge and spin (kcal/mol) = 29.01
- calculated total energy (a.u.) = -2486.71760
- molar mass (u) = 588.73
- charge = +1
- Kohn-Sham gap (alpha / beta) (eV) = 5.993 / 5.991

Here are the Löwdin charges for atoms 1 to 8, given in e: Pt 0.93; C -0.02; N -0.13; C -0.01; C -0.41; O -0.07; C -0.09; O -0.16



(4)
Molecular formula: C14H25N3O
Method: DFT, wB97M-V/def2-TZVPD

Structure (XYZ):
```
43
Properties=species:S:1:pos:R:3:forces:R:3
C -2.470101 -2.319761 -1.312603 0.019 0.258 0.158
C -2.348076 -1.144984 -0.338867 -0.021 -0.083 -0.140
C -1.609612 -1.610559 0.917083 -0.098 0.085 -0.118
C -3.739052 -0.633704 0.035047 -0.004 -0.035 0.151
C -3.685395 0.591461 0.933279 -0.108 -0.318 -0.169
O -4.529182 0.786100 1.793074 -0.011 -0.007 0.010
C -2.611449 1.507317 0.659890 0.182 0.272 0.135
C -1.637579 1.277586 -0.256151 -0.231 0.011 0.033
N -0.742161 2.255306 -0.552699 0.029 0.227 0.174
C 0.468956 2.138801 -1.320378 0.504 -0.001 0.184
C 1.685069 1.747968 -0.454990 -0.351 0.010 -0.388
N 1.541851 0.383844 0.021492 -0.002 0.094 0.114
C 1.779158 0.186002 1.438838 0.244 0.083 0.270
C 3.269842 0.195220 1.795501 -0.279 0.047 0.091
N 3.918912 -0.855070 1.030973 0.330 -0.090 0.104
C 3.782860 -0.616654 -0.394149 -0.178 -0.004 -0.215
C 2.288442 -0.600490 -0.741642 0.278 -0.042 -0.107
C -1.563649 -0.011681 -1.015020 -0.122 -0.169 0.008
H -3.001482 -3.145312 -0.845253 -0.058 -0.120 0.049
H -3.015745 -2.027616 -2.207678 -0.062 0.022 -0.121
H -1.484596 -2.672364 -1.610614 0.129 -0.076 -0.055
H -1.476158 -0.784786 1.610439 0.074 0.036 0.143
H -2.175158 -2.391758 1.419661 -0.055 -0.109 0.069
H -0.630598 -2.006645 0.656458 0.157 -0.062 -0.020
H -4.320980 -1.409550 0.535292 -0.023 0.024 0.017
H -4.281296 -0.343647 -0.870303 -0.036 -0.008 -0.057
H -2.618208 2.431378 1.222501 -0.010 0.129 0.047
H -0.784859 3.062510 0.052969 -0.080 -0.037 -0.106
H 0.328994 1.402706 -2.111454 0.032 0.069 -0.050
H 0.666431 3.109375 -1.787333 -0.038 -0.107 -0.081
H 2.594185 1.891859 -1.053277 0.043 0.039 0.087
H 1.734741 2.433827 0.395036 0.063 0.010 -0.032
H 1.241529 0.950126 2.002630 -0.032 -0.029 0.012
H 1.369248 -0.791910 1.703140 -0.012 0.007 0.114
H 3.398859 -0.013606 2.859069 -0.015 0.075 -0.002
H 3.694922 1.194174 1.581327 -0.051 -0.071 0.048
H 4.898435 -0.929902 1.286796 -0.166 -0.004 -0.042
H 4.277768 -1.425481 -0.935381 -0.012 0.061 -0.052
H 4.245125 0.339585 -0.704551 -0.043 -0.106 0.004
H 2.152186 -0.408961 -1.808285 -0.040 -0.053 -0.031
H 1.872059 -1.583417 -0.503933 0.021 -0.059 -0.103
H -0.520352 -0.313923 -1.105033 0.006 0.020 -0.071
H -1.963873 0.156634 -2.020899 0.027 0.010 -0.063
```
Forces are in eV/Å.

Properties
- ΔE to the lowest compared entry with this formula, charge and spin (kcal/mol) = 0.00
- calculated total energy (a.u.) = -787.96044
- molar mass (u) = 251.37
- Kohn-Sham gap (eV) = 8.555
- SMILES string = CC1(C)CC(=O)C=C(NCCN2CCNCC2)C1

Here are the Löwdin charges for atoms 1 to 8, given in e: C -0.05; C -0.55; C -0.03; C -0.07; C -0.44; O 0.05; C 0.01; C -0.25



(5)
Molecular formula: C14H25N3O3
Method: DFT, wB97M-V/def2-TZVPD

Structure (XYZ):
```
45
Properties=species:S:1:pos:R:3:forces:R:3
C -4.537540 -0.717650 -0.218240 -0.065 0.213 -0.123
C -4.361613 0.790944 -0.363896 0.023 -0.099 0.241
C -3.365387 1.393492 0.637880 0.037 0.164 -0.256
C -1.969082 1.648313 0.066180 -0.033 -0.152 0.048
C -1.218371 0.407628 -0.417893 0.005 0.115 0.487
C -0.821673 -0.535449 0.715359 -0.453 -0.295 -0.631
C -0.068804 -1.789516 0.229183 -0.038 0.032 0.168
C 1.086748 -1.937776 1.217052 0.039 0.182 -0.023
C 2.475489 -2.334488 0.694666 -0.003 0.046 -0.089
C 2.777097 -1.962169 -0.755049 -0.036 -0.010 0.356
C 2.588971 -0.519845 -1.132999 0.017 -0.002 -0.508
C 2.571612 -0.231216 -2.616164 0.016 0.186 0.329
N 2.474598 0.359801 -0.223143 0.113 -0.261 0.547
N 2.282917 1.653857 -0.538463 -0.120 0.027 -1.152
C 2.323790 2.713668 0.357985 0.144 -0.008 0.127
N 2.625813 2.406283 1.630458 0.085 -0.119 0.247
O 2.132114 3.836195 -0.066228 -0.091 0.318 -0.144
C 1.141356 -0.574130 1.890132 0.388 -0.639 0.370
O 1.998365 -0.198255 2.646179 -0.116 -0.031 0.217
O 0.065462 0.145621 1.604315 -0.122 0.541 0.160
H -3.602715 -1.248108 -0.380395 0.103 -0.125 0.000
H -5.265146 -1.082853 -0.940249 -0.041 -0.138 -0.037
H -4.899187 -0.960902 0.778751 -0.019 -0.072 0.101
H -5.338588 1.256672 -0.219439 0.007 0.033 -0.092
H -4.041526 1.025489 -1.381070 -0.035 0.074 -0.079
H -3.746609 2.357525 0.980355 0.007 -0.033 0.103
H -3.298126 0.750690 1.516655 -0.046 -0.003 0.135
H -1.359566 2.135078 0.829391 0.045 0.112 -0.062
H -2.058414 2.340333 -0.774110 0.021 0.078 0.027
H -1.817415 -0.145393 -1.141936 0.008 -0.099 -0.085
H -0.302209 0.736139 -0.912402 0.083 -0.109 -0.082
H -1.705457 -0.811903 1.303115 0.126 0.015 -0.049
H -0.720888 -2.660912 0.214670 -0.020 0.002 -0.068
H 0.298679 -1.616540 -0.779926 -0.034 -0.019 -0.072
H 0.815095 -2.642325 2.012044 0.007 0.123 -0.017
H 2.601932 -3.414850 0.787251 0.053 0.041 0.041
H 3.202171 -1.850556 1.349950 0.014 -0.118 0.041
H 3.822360 -2.222194 -0.954136 -0.030 -0.079 -0.118
H 2.173007 -2.578664 -1.428102 0.046 0.032 -0.061
H 3.308097 0.533879 -2.864522 0.025 0.072 -0.081
H 2.804965 -1.128274 -3.182013 -0.001 -0.023 -0.040
H 1.590555 0.129959 -2.931085 -0.064 0.037 -0.068
H 2.203019 1.946353 -1.509350 0.024 -0.002 0.278
H 2.596045 1.451894 1.962203 -0.030 -0.027 0.042
H 2.538039 3.144164 2.307058 -0.039 0.021 -0.126
```
Forces are in eV/Å.

Properties
- ΔE to the lowest compared entry with this formula, charge and spin (kcal/mol) = 17.15
- calculated total energy (a.u.) = -938.49007
- molar mass (u) = 283.37
- Kohn-Sham gap (eV) = 9.487
- SMILES string = CCCCC[C@H]1C[C@@H](CC/C(C)=N/NC(N)=O)C(=O)O1

Here are the Löwdin charges for atoms 1 to 8, given in e: C -0.11; C -0.26; C -0.21; C -0.19; C -0.14; C -0.28; C -0.06; C -0.19